[1]
Below is an isolated molecule of C5H8N2 at a distorted geometry, with properties calculated with the ωB97M-V functional and the def2-TZVPD basis.

Properties
- Kohn-Sham gap (eV) = 11.31
- lowest unoccupied orbital energy (Ha) = 0.036
- strongest force on any atom (eV/Å) = 1.1
- HOMO energy (eV) = -10.333
- SMILES = N#C[C@H](N)C1CC1

Each line ends with the natural charge from an NBO analysis.
Geometry (Å):
N (1.10, 2.11, 1.61)  -0.3323
C (0.99, 1.08, 1.08)  0.2606
C (0.91, -0.21, 0.35)  -0.1501
N (2.11, -0.47, -0.43)  -0.7912
C (-0.33, -0.25, -0.55)  -0.2344
C (-1.53, 0.64, -0.31)  -0.4151
C (-1.62, -0.83, -0.05)  -0.4102
H (0.84, -1.00, 1.10)  0.2303
H (2.92, -0.51, 0.17)  0.3673
H (2.26, 0.29, -1.09)  0.3614
H (-0.07, -0.45, -1.59)  0.2316
H (-1.50, 1.30, 0.55)  0.2278
H (-2.03, 1.06, -1.18)  0.2215
H (-2.20, -1.46, -0.72)  0.2202
H (-1.66, -1.15, 0.99)  0.2126

***

[2]
Below is an isolated molecule of C5H8N2 at a distorted geometry, with properties calculated with the ωB97M-V functional and the def2-TZVPD basis.

Properties
- Kohn-Sham gap (alpha / beta) (eV) = 6.87 / 6.72
- lowest unoccupied orbital energy (alpha / beta) (Ha) = 0.036 / 0.035
- strongest force on any atom (eV/Å) = 1.2
- HOMO energy (alpha / beta) (eV) = -5.907 / -5.765

Each line ends with the natural charge from an NBO analysis.
Geometry (Å):
C (2.43, 0.20, 0.19)  -0.4078
N (1.14, -0.15, 0.25)  -0.2188
C (0.51, -1.31, 0.49)  -0.1372
C (-0.91, -1.16, 0.27)  -0.2912
C (-1.19, 0.09, -0.15)  0.1181
N (-2.43, 0.75, -0.26)  -0.8061
C (0.14, 0.83, -0.24)  -0.2597
H (0.59, 1.04, -1.23)  0.2334
H (2.69, 1.21, -0.12)  0.1851
H (3.17, -0.47, 0.58)  0.1897
H (1.08, -2.19, 0.72)  0.2051
H (-1.63, -1.96, 0.44)  0.2186
H (-3.21, 0.11, -0.21)  0.3748
H (-2.51, 1.28, -1.12)  0.3657
H (0.13, 1.73, 0.40)  0.2304

***

[3]
Below is an isolated molecule of C5H8N2O at a distorted geometry, with properties calculated with the ωB97M-V functional and the def2-TZVPD basis.

Properties
- Kohn-Sham gap (eV) = 8.69
- lowest unoccupied orbital energy (Ha) = 0.030
- strongest force on any atom (eV/Å) = 2.6
- HOMO energy (eV) = -7.884
- SMILES = CN(C)c1ccno1

Each line ends with the natural charge from an NBO analysis.
Geometry (Å):
C (1.42, -1.42, 0.17)  -0.4082
N (0.71, -0.16, 0.25)  -0.4181
C (1.53, 1.02, 0.07)  -0.3992
C (-0.62, -0.11, 0.00)  0.5302
C (-1.49, 0.97, -0.01)  -0.4768
C (-2.71, 0.36, -0.32)  -0.0119
N (-2.58, -0.94, -0.43)  -0.1801
O (-1.31, -1.26, 0.05)  -0.3106
H (1.83, -1.59, -0.84)  0.1857
H (0.74, -2.24, 0.42)  0.2324
H (2.24, -1.42, 0.90)  0.2002
H (0.97, 1.90, 0.39)  0.2130
H (2.42, 0.93, 0.70)  0.2063
H (1.84, 1.14, -0.98)  0.1884
H (-1.30, 2.02, 0.10)  0.2317
H (-3.67, 0.81, -0.48)  0.2169

***

[4]
Below is an isolated molecule of C5H8N2O at a distorted geometry, with properties calculated with the ωB97M-V functional and the def2-TZVPD basis.

Properties
- Kohn-Sham gap (eV) = 8.26
- lowest unoccupied orbital energy (Ha) = 0.021
- strongest force on any atom (eV/Å) = 3.6
- HOMO energy (eV) = -7.677
- SMILES = C=CC(/C=N/O)=C\N

Each line ends with the natural charge from an NBO analysis.
Geometry (Å):
C (-1.48, -0.95, -1.38)  -0.4723
C (-0.22, -0.92, -0.83)  -0.1644
C (0.26, 0.25, 0.04)  -0.2441
C (1.26, -0.18, 0.93)  0.0684
N (1.94, -1.28, 0.72)  -0.1784
O (2.91, -1.49, 1.65)  -0.6041
C (-0.42, 1.42, 0.21)  0.0964
N (-1.19, 2.04, -0.70)  -0.7827
H (-1.58, -1.50, -2.33)  0.2045
H (-2.44, -0.57, -0.87)  0.1983
H (0.45, -1.79, -0.99)  0.2437
H (1.49, 0.42, 1.86)  0.1715
H (2.67, -2.06, 2.43)  0.4682
H (-0.31, 1.98, 1.13)  0.1993
H (-1.84, 1.60, -1.31)  0.4060
H (-1.50, 3.04, -0.56)  0.3896